ORCA calculation (ωB97M-V/def2-TZVPD) on 5 unconnected molecules or ions with the total composition C5H7Cl13 at a distorted geometry.

Geometry as XYZ:
```
25
Properties=species:S:1:pos:R:3
Cl -0.221 21.269 18.459
C -0.030 19.792 17.434
Cl -1.450 18.758 17.712
Cl 1.421 19.030 18.016
H 0.084 20.059 16.384
Cl 3.439 20.052 7.706
C 3.740 20.149 9.560
Cl 4.475 18.598 10.143
Cl 2.216 20.568 10.363
H 4.461 20.940 9.765
Cl 12.288 21.346 11.884
C 10.553 21.650 11.874
Cl 9.721 20.512 12.907
Cl 9.931 21.703 10.204
H 10.365 22.617 12.341
Cl 0.243 25.196 6.135
C 1.530 26.321 6.454
Cl 3.025 25.525 6.901
H 1.679 27.045 5.653
H 1.260 26.984 7.275
Cl -2.956 18.442 6.890
C -4.203 19.225 7.971
Cl -5.054 18.009 8.953
H -3.560 19.751 8.677
H -4.916 19.853 7.435
```

Values from the calculation:
M ... 528.00 g/mol
SMILES ... ClC(Cl)Cl.ClC(Cl)Cl.ClC(Cl)Cl.ClCCl.ClCCl
Highest occupied orbital energy ... -11.007 eV
Net charge ... 0
Energy relative to the best compared isomer or geometry (same formula, charge and spin) ... 86.5 kJ/mol
Total energy ... -6177.15825 a.u.
Max |F| ... 1.98 eV Å⁻¹
E_LUMO ... 0.228 eV



ORCA calculation (ωB97M-V/def2-TZVPD) on a molecular structure, C29H19BrF4NOPS3Zr.

Geometry as XYZ:
```
60
Properties=species:S:1:pos:R:3
Zr 0.827 -0.132 1.317
S -0.986 -0.022 5.530
C 0.226 1.177 5.602
C 0.956 1.241 4.450
C 0.544 0.290 3.462
C -0.521 -0.447 3.951
C -1.180 -1.504 3.173
C -2.119 -2.388 3.682
C -2.609 -3.394 2.868
C -2.156 -3.503 1.558
C -1.245 -2.578 1.100
N -0.766 -1.592 1.882
H 0.342 1.769 6.495
H 1.766 1.949 4.336
H -2.438 -2.306 4.712
H -3.330 -4.098 3.261
H -2.503 -4.287 0.901
H -0.872 -2.621 0.084
F -3.478 5.214 -1.643
C -2.814 4.092 -1.531
C -2.513 3.344 -2.657
F -2.890 3.754 -3.845
C -1.794 2.161 -2.518
F -1.479 1.494 -3.621
C -1.386 1.691 -1.279
P -0.359 0.223 -1.135
C 1.247 0.748 -1.745
C 1.945 1.599 -0.887
C 3.202 2.089 -1.223
C 3.764 1.715 -2.434
C 3.073 0.871 -3.298
C 1.819 0.386 -2.963
C -1.057 -1.126 -2.082
C -0.274 -2.237 -2.403
C -0.853 -3.326 -3.035
C -2.209 -3.316 -3.339
C -2.991 -2.217 -3.010
C -2.420 -1.123 -2.378
C -1.691 2.472 -0.162
Br -1.113 2.008 1.584
C -2.392 3.654 -0.275
F -2.671 4.394 0.785
H 1.495 1.993 0.039
H 3.721 2.770 -0.562
H 4.736 2.095 -2.717
H 3.515 0.601 -4.247
H 1.286 -0.254 -3.653
H 0.783 -2.260 -2.166
H -0.244 -4.180 -3.297
H -2.653 -4.164 -3.841
H -4.044 -2.207 -3.253
H -3.045 -0.274 -2.129
C 3.912 0.923 2.207
O 3.001 0.018 1.507
C 3.500 -1.116 0.807
S 5.041 -1.376 0.571
S 2.089 -2.073 0.367
H 3.282 1.736 2.560
H 4.659 1.273 1.501
H 4.364 0.382 3.033
```

Values from the calculation:
M ... 771.77 g/mol
Highest occupied orbital energy ... -14.171 eV
Net charge ... +2
Energy relative to the best compared isomer or geometry (same formula, charge and spin) ... 19.6 kJ/mol
Total energy ... -5802.43687 a.u.
Max |F| ... 0.54 eV Å⁻¹
E_LUMO ... -7.089 eV



ORCA calculation (ωB97M-V/def2-TZVPD) on 3 unconnected molecules or ions with the total composition C4H10NO5 at a distorted geometry.

Geometry as XYZ:
```
20
Properties=species:S:1:pos:R:3
C 0.407 -2.049 1.440
N -0.169 -1.183 0.540
C -0.885 -1.745 -0.565
C -0.320 0.267 0.657
C 0.446 1.006 1.755
O 0.375 0.360 2.746
O 0.858 2.161 1.464
O 0.458 -3.186 1.172
H 0.729 -1.517 2.341
H -1.584 -1.069 -1.080
H -0.128 -2.133 -1.301
H -1.294 -2.695 -0.282
H -0.064 0.631 -0.358
H -1.360 0.548 0.700
H 0.447 1.173 -2.333
H -0.190 -0.184 -2.219
O -0.131 0.583 -2.826
H 0.198 3.462 -0.771
H 1.191 2.571 -0.108
O 1.017 2.999 -0.972
```

Values from the calculation:
M ... 152.13 g/mol
Highest occupied orbital energy ... -5.159 eV
Net charge ... -1
Energy relative to the best compared isomer or geometry (same formula, charge and spin) ... 150.3 kJ/mol
Total energy ... -589.44444 a.u.
Max |F| ... 5.30 eV Å⁻¹
E_LUMO ... 3.544 eV



Which of these has the lowest net charge? C4H10NO5



Copy entry 2 word for word.
ORCA calculation (ωB97M-V/def2-TZVPD) on a molecular structure, C29H19BrF4NOPS3Zr.

Geometry as XYZ:
```
60
Properties=species:S:1:pos:R:3
Zr 0.827 -0.132 1.317
S -0.986 -0.022 5.530
C 0.226 1.177 5.602
C 0.956 1.241 4.450
C 0.544 0.290 3.462
C -0.521 -0.447 3.951
C -1.180 -1.504 3.173
C -2.119 -2.388 3.682
C -2.609 -3.394 2.868
C -2.156 -3.503 1.558
C -1.245 -2.578 1.100
N -0.766 -1.592 1.882
H 0.342 1.769 6.495
H 1.766 1.949 4.336
H -2.438 -2.306 4.712
H -3.330 -4.098 3.261
H -2.503 -4.287 0.901
H -0.872 -2.621 0.084
F -3.478 5.214 -1.643
C -2.814 4.092 -1.531
C -2.513 3.344 -2.657
F -2.890 3.754 -3.845
C -1.794 2.161 -2.518
F -1.479 1.494 -3.621
C -1.386 1.691 -1.279
P -0.359 0.223 -1.135
C 1.247 0.748 -1.745
C 1.945 1.599 -0.887
C 3.202 2.089 -1.223
C 3.764 1.715 -2.434
C 3.073 0.871 -3.298
C 1.819 0.386 -2.963
C -1.057 -1.126 -2.082
C -0.274 -2.237 -2.403
C -0.853 -3.326 -3.035
C -2.209 -3.316 -3.339
C -2.991 -2.217 -3.010
C -2.420 -1.123 -2.378
C -1.691 2.472 -0.162
Br -1.113 2.008 1.584
C -2.392 3.654 -0.275
F -2.671 4.394 0.785
H 1.495 1.993 0.039
H 3.721 2.770 -0.562
H 4.736 2.095 -2.717
H 3.515 0.601 -4.247
H 1.286 -0.254 -3.653
H 0.783 -2.260 -2.166
H -0.244 -4.180 -3.297
H -2.653 -4.164 -3.841
H -4.044 -2.207 -3.253
H -3.045 -0.274 -2.129
C 3.912 0.923 2.207
O 3.001 0.018 1.507
C 3.500 -1.116 0.807
S 5.041 -1.376 0.571
S 2.089 -2.073 0.367
H 3.282 1.736 2.560
H 4.659 1.273 1.501
H 4.364 0.382 3.033
```

Values from the calculation:
M ... 771.77 g/mol
Highest occupied orbital energy ... -14.171 eV
Net charge ... +2
Energy relative to the best compared isomer or geometry (same formula, charge and spin) ... 19.6 kJ/mol
Total energy ... -5802.43687 a.u.
Max |F| ... 0.54 eV Å⁻¹
E_LUMO ... -7.089 eV